1.
Here is a single C16H17N3O5 molecule from the OMol25 dataset. Energies are from ωB97M-V with the def2-TZVPD basis set.

- HOMO level: -0.32651 Eh
- E_LUMO: 0.061 eV
- Relative energy (zero: lowest compared OMol25 entry of this formula, charge and spin): 105.7 kcal per mole
- Frontier orbital gap: 8.946 eV
- Electronic energy: -31573.9408 eV
- SMILES string: O=C(O)C1=C[C@@H](O)[C@@H](O)[C@H](n2cc(COc3ccccc3)nn2)C1

Geometry as XYZ:
```
41
Properties=species:S:1:pos:R:3:forces:R:3:nbo_charge:R:1
O -3.25252 -5.03121 2.40884 0.8628 -0.0788 -0.0541 -0.57
C -2.41683 -4.20361 2.11982 -0.7729 -0.6762 0.9159 0.76
O -1.07950 -4.36724 2.41818 -1.2695 -0.4146 -0.4560 -0.68
C -2.84852 -2.92990 1.50216 -1.3488 2.5703 -0.2714 -0.11
C -4.11311 -2.41639 1.70754 1.8107 -1.2785 -0.9990 -0.10
C -4.66965 -1.18369 1.02195 2.1088 2.3193 0.7043 0.04
O -4.85206 -0.12897 1.98519 -0.0588 -0.2308 0.5956 -0.73
C -3.72057 -0.61631 -0.05036 0.7979 0.0688 -0.5681 0.08
O -4.10214 0.70736 -0.47991 0.2740 -0.6438 0.0776 -0.74
C -2.25436 -0.67416 0.44068 -0.6964 -0.6902 -0.2698 -0.06
N -1.32951 -0.07368 -0.50912 -0.1010 -0.0362 -0.3699 -0.17
C -0.09784 0.43472 -0.23834 -0.7408 -0.4663 1.1601 -0.06
C 0.43094 0.71714 -1.42779 0.8880 -0.2461 -2.1751 0.04
C 1.78726 1.26765 -1.79145 0.1657 0.1442 -0.1748 -0.09
O 2.73497 0.99326 -0.71728 0.4839 1.0609 -1.0210 -0.51
C 3.90553 1.77146 -0.78222 0.6132 0.5647 0.3744 0.29
C 4.35278 2.51132 -1.89831 -0.5553 -0.7243 -0.2167 -0.25
C 5.50670 3.28430 -1.86064 0.2630 -0.1680 1.1356 -0.21
C 6.26038 3.38333 -0.67835 0.0175 0.2316 -0.3922 -0.24
C 5.83747 2.69637 0.44985 -0.3282 -0.4045 0.2026 -0.20
C 4.69429 1.88398 0.38291 -0.5805 0.0759 -0.0720 -0.26
N -0.46511 0.36095 -2.40650 -0.3004 -0.0252 0.2417 -0.23
N -1.54575 -0.12484 -1.85218 1.3205 0.6700 1.0076 -0.09
C -1.87382 -2.14721 0.65357 0.6999 -0.2687 0.1377 -0.45
H -1.02467 -5.29354 2.75773 -0.0058 0.8580 -0.2053 0.50
H -4.82674 -3.03165 2.22119 -0.1482 -0.0469 0.5307 0.23
H -5.60588 -1.37677 0.58679 -1.3072 -0.6236 -0.7248 0.19
H -4.96073 0.73264 1.54359 0.0445 -0.6494 -0.1745 0.49
H -3.77940 -1.29647 -0.88514 -0.0209 -0.2410 -0.6216 0.18
H -3.59116 0.93585 -1.29270 -0.4639 -0.4817 0.8597 0.50
H -2.14715 -0.12201 1.36016 -0.0824 0.2077 0.4204 0.23
H 0.36505 0.51217 0.73104 -0.3710 -0.0297 0.1361 0.24
H 2.13340 0.83210 -2.77854 -0.3869 0.4522 1.1352 0.21
H 1.66758 2.36848 -1.89352 0.3492 -0.5440 -0.0933 0.20
H 3.83886 2.44542 -2.85202 -0.1150 0.0374 0.1686 0.21
H 5.79897 3.82183 -2.74697 0.0933 0.0518 -0.1264 0.22
H 7.16535 3.99954 -0.61435 -0.4561 -0.2176 -0.2073 0.22
H 6.38946 2.80758 1.40640 -0.4897 -0.2304 -0.7791 0.22
H 4.32781 1.38748 1.27111 0.0983 -0.1173 0.0755 0.22
H -1.76652 -2.65094 -0.32403 -0.0633 0.2576 0.1927 0.23
H -0.87327 -2.18635 1.11101 -0.2283 -0.0369 -0.0999 0.24
```
Positions in Å, forces in eV/Å.

=====

2.
Here is 6 unconnected molecules or ions with the total composition C4H22NO6 from the OMol25 dataset. Energies are from ωB97M-V with the def2-TZVPD basis set.

- HOMO level: -0.49658 Eh
- E_LUMO: -2.608 eV
- Relative energy (zero: lowest compared OMol25 entry of this formula, charge and spin): 16.1 kcal per mole
- Frontier orbital gap: 10.905 eV
- Net charge: +1
- Electronic energy: -18273.8157 eV

Geometry as XYZ:
```
33
Properties=species:S:1:pos:R:3:forces:R:3:nbo_charge:R:1
C 0.53131 1.06423 2.08716 -0.5997 0.0689 -0.2867 -0.65
C 0.32088 0.81390 0.59442 -0.3244 1.5060 1.1991 -0.05
C -1.17427 0.55581 0.27401 0.9987 -1.2247 -2.6095 0.08
C -1.66142 -0.78199 0.84128 -0.9300 0.3200 0.8751 -0.69
O -1.03963 0.34852 -1.15302 0.0017 0.1250 -0.9027 -0.81
N 1.11639 -0.37274 0.15344 -1.1173 -1.7579 0.2482 -0.70
H -0.00309 1.99078 2.34322 0.4914 -0.3001 -0.1152 0.28
H -0.01839 0.28688 2.62023 0.3909 0.0077 0.2954 0.21
H 1.57022 1.11106 2.41785 -0.0493 -0.0339 -0.1725 0.22
H 0.64615 1.68494 0.01676 0.0176 -0.3321 -0.0393 0.23
H -1.82149 1.42021 0.33483 0.0982 0.2083 1.1439 0.22
H -1.11521 -1.14489 1.72282 0.0856 0.0359 -0.3019 0.21
H -2.69567 -0.72910 1.19854 0.1028 0.0990 -0.1791 0.25
H -1.65565 -1.50580 0.02852 0.1580 -0.1349 0.1394 0.24
H -1.82939 0.35897 -1.76110 0.4789 -0.2048 1.0978 0.53
H 1.27984 -0.47500 -0.84976 0.2621 0.3329 -0.0755 0.46
H 1.88639 -0.64790 0.76886 0.3977 0.6009 -0.2378 0.46
H 0.51317 -1.19405 0.31864 -0.0991 0.1045 -0.0346 0.45
H -1.77969 1.91290 4.31400 -0.5042 0.1807 -0.3196 0.49
H -2.73958 2.29010 3.09334 0.4009 -0.0848 0.6934 0.49
O -1.81886 2.21993 3.39700 -0.2687 0.0056 -0.2146 -0.97
H -1.90447 0.30503 -3.94206 0.6257 0.2124 -0.9697 0.49
H -3.04350 -0.74146 -3.74412 0.2651 0.2643 -0.0245 0.50
O -2.53115 -0.03618 -3.32784 -0.9843 -0.3695 0.8413 -0.96
H 2.81934 -2.58895 2.40909 0.4157 -0.4070 0.3737 0.49
H 1.37393 -2.76496 2.96873 0.0898 -0.2887 0.3699 0.50
O 1.90626 -2.34872 2.29518 -0.4772 0.8145 -0.8810 -0.98
H 2.24792 0.70489 -2.44064 -0.2073 0.0890 -0.2645 0.45
H 3.04583 1.74674 -3.11718 0.0154 -0.0058 -0.5991 0.49
O 2.40684 1.05084 -3.33102 0.2427 0.2785 0.9436 -0.93
H 1.51077 -2.20393 -3.86467 0.0887 0.2270 0.1322 0.49
H 2.00604 -0.74948 -3.52511 -0.2262 -0.9239 -0.2304 0.50
O 1.65020 -1.58059 -3.14139 0.1602 0.5871 0.1050 -0.99
```
Positions in Å, forces in eV/Å.

=====

3.
Here is 2 unconnected molecules or ions with the total composition BrFHP from the OMol25 dataset. Energies are from ωB97M-V with the def2-TZVPD basis set.

- HOMO level (alpha / beta): -0.40525 / -0.31321 Eh
- E_LUMO (alpha / beta): -1.215 / 0.061 eV
- Relative energy (zero: lowest compared OMol25 entry of this formula, charge and spin): 75.2 kcal per mole
- Frontier orbital gap (alpha / beta): 9.813 / 8.583 eV
- Electronic energy: -82062.5206 eV

Geometry as XYZ:
```
4
Properties=species:S:1:pos:R:3:forces:R:3:nbo_charge:R:1
F 0.22366 1.56200 0.04482 -0.4957 -0.2543 -0.1507 -0.59
P -0.64689 0.41201 -0.68346 0.5014 0.4160 0.3742 0.83
Br 1.03319 -0.65132 -1.58896 0.0026 -0.2017 -0.1505 -0.24
H -0.60996 -1.32269 2.22760 -0.0083 0.0400 -0.0730 0.00
```
Positions in Å, forces in eV/Å.

=====

Number 1: strongest force on any atom 3.2 eV/Å, M 331.3 g mol⁻¹. Number 2: strongest force on any atom 3.1 eV/Å, M 180.2 g mol⁻¹. Number 3: strongest force on any atom 0.8 eV/Å, M 130.9 g mol⁻¹.